[1]
Entry from OMol25: C49H55AsClF3O8P3 as an isolated structure (the ωB97M-V functional and the def2-TZVPD basis).

XYZ file:
```
120
Properties=species:S:1:pos:R:3
C 6.5709 4.2825 1.2886
C 5.0577 4.9982 1.4113
P 3.6800 3.7802 1.9289
C 2.9616 4.7202 3.4992
As 1.9788 3.4744 0.4357
C 2.8690 1.7484 -0.1345
C 4.4889 1.6994 -0.2099
O 5.1485 0.9942 0.9392
C 6.0456 -0.0662 0.4630
C 5.2487 -1.5258 0.2986
F 6.0196 -2.5505 1.0913
F 5.1145 -1.9531 -1.1170
F 3.8841 -1.5020 0.9268
C 1.0498 5.1836 0.9685
C 1.8007 6.5851 0.9619
C 1.3524 7.6576 -0.2450
Cl 1.1532 7.4945 2.5010
C 0.4640 3.2159 -0.8641
C -1.0257 2.8699 -0.4577
C -1.8495 3.5382 0.7466
O -1.8492 3.2376 -1.6802
C -2.5926 2.0733 -2.1680
C -3.8218 1.5569 -1.2240
C -3.6822 0.0153 -0.6101
C -4.7818 -0.7037 0.3707
C -6.1169 0.1336 0.8171
C -6.2943 1.6711 0.1935
C -5.1799 2.3696 -0.8168
P 3.0719 4.4488 -1.3564
O 2.8767 3.4680 -2.6297
P 0.9995 2.2246 2.1173
C 2.3305 1.4332 3.3061
O 0.2029 0.7806 1.5467
H 7.3835 5.0685 1.5896
H 6.7278 4.0272 0.1382
H 6.6280 3.2988 1.9630
H 5.2658 5.7625 2.3126
H 4.8191 5.7110 0.5204
H 3.2358 5.8508 3.4357
H 3.5937 4.2882 4.4152
H 1.8550 4.4607 3.7169
H 2.4942 1.3289 -1.1894
H 2.5953 0.8516 0.6092
H 5.0665 2.6885 -0.3507
H 4.7906 1.0238 -1.1502
H 6.8255 -0.2568 1.3465
H 6.6917 0.2039 -0.4736
H 0.5733 4.9785 2.0445
H 0.0942 5.3753 0.2740
H 2.9421 6.6637 1.0377
H 1.1424 8.7418 0.1950
H 0.4966 7.2521 -0.9259
H 2.3292 7.7763 -0.9205
H 0.7169 2.4023 -1.7083
H 0.4432 4.2214 -1.5164
H -1.1590 1.6772 -0.4348
H -2.7101 2.7929 1.1031
H -2.4360 4.4896 0.3294
H -1.2870 3.8854 1.6988
H -1.8581 1.1793 -2.4410
H -3.0769 2.3882 -3.2132
H -2.7226 -0.6204 -0.9187
H -4.5695 -1.8064 0.7392
H -6.9342 -0.3283 1.5426
H -7.2807 2.2361 0.5436
H -5.3476 3.4674 -1.2034
H 2.5056 5.6948 -1.7906
H 4.4904 4.5575 -1.2562
H 1.8284 0.4437 3.7528
H 3.2789 1.0523 2.7366
H 2.5513 2.0964 4.2479
H 0.7621 -0.0371 1.7429
C -9.7429 -4.1503 6.1740
C -11.0637 -4.5570 6.3610
C -12.0381 -4.2199 5.4201
C -11.6928 -3.4629 4.2939
C -10.3771 -3.0355 4.1196
C -9.3972 -3.3899 5.0560
C -10.0116 -2.1948 2.9613
O -8.8553 -1.8219 2.8055
C -11.0606 -1.8030 1.9989
C -10.7396 -0.9585 0.9281
C -11.7228 -0.5939 0.0058
C -13.0235 -1.0775 0.1443
C -13.3473 -1.9144 1.2132
C -12.3657 -2.2697 2.1478
C -12.7265 -3.1262 3.2948
O -13.8705 -3.5480 3.4199
H -8.9817 -4.4208 6.9026
H -11.3356 -5.1389 7.2389
H -13.0662 -4.5452 5.5701
H -8.3653 -3.0713 4.9195
H -9.7257 -0.5791 0.8109
H -11.4726 0.0661 -0.8220
H -13.7879 -0.7995 -0.5781
H -14.3660 -2.2841 1.3177
C 7.8806 -6.7016 -8.2499
C 9.1585 -6.1925 -8.0206
C 9.5181 -5.7571 -6.7441
C 8.5923 -5.8197 -5.6955
C 7.3068 -6.3058 -5.9305
C 6.9535 -6.7587 -7.2083
C 6.3066 -6.3302 -4.8437
O 5.1782 -6.7604 -5.0484
C 6.6830 -5.8209 -3.5099
C 5.7276 -5.7844 -2.4859
C 6.0789 -5.3167 -1.2177
C 7.3839 -4.8941 -0.9665
C 8.3363 -4.9241 -1.9863
C 7.9821 -5.3794 -3.2632
C 8.9871 -5.3736 -4.3445
O 10.1331 -4.9980 -4.1258
H 7.6033 -7.0495 -9.2426
H 9.8769 -6.1362 -8.8354
H 10.5192 -5.3657 -6.5712
H 5.9561 -7.1522 -7.3960
H 4.7073 -6.1156 -2.6728
H 5.3340 -5.2843 -0.4255
H 7.6597 -4.5365 0.0232
H 9.3519 -4.5879 -1.7840
```

* HOMO level: -3.671 eV
* largest force on an atom: 6.3 eV/Å
* net charge: -1
* orbital gap: 3.56 eV

=====

[2]
Entry from OMol25: one molecule with the formula C3H6N2S2 (the ωB97M-V functional and the def2-TZVPD basis).

XYZ file:
```
13
Properties=species:S:1:pos:R:3
C -2.2091 -0.2288 0.0925
C 0.2184 -0.0204 -0.1687
C 2.9380 0.1681 -0.0224
H -2.4276 0.3881 -0.7560
H -2.9726 -1.0108 0.1577
H -2.3059 0.4083 1.0078
H -0.7759 -1.7670 0.3188
H -0.6088 1.6712 -0.1580
H 2.5321 1.1613 0.0732
N -0.8978 -0.8185 -0.0618
N 0.2877 1.2332 -0.2589
S 1.7077 -1.0332 -0.2513
S 4.5138 -0.1514 0.0273
```

* HOMO level: -8.631 eV
* largest force on an atom: 1.1 eV/Å
* net charge: 0
* orbital gap: 8.53 eV
* energy relative to the best compared isomer or geometry (same formula, charge and spin): 20.08 kcal per mole

=====

[3]
Entry from OMol25: a 5-piece molecular cluster, C2H14NO5 overall (the ωB97M-V functional and the def2-TZVPD basis).

XYZ file:
```
22
Properties=species:S:1:pos:R:3
C -1.3532 1.1640 0.2740
O -1.7244 0.1853 1.2250
C 0.0630 1.0747 -0.1641
N 1.0734 0.8500 0.8980
H -2.0282 1.1669 -0.5786
H -1.4960 2.1629 0.7224
H 0.1886 0.2963 -0.9353
H 0.4434 1.9677 -0.6872
H 0.5002 0.6496 1.7177
H 1.5896 -0.0104 0.7498
H -0.8161 -2.6598 -2.8399
H -1.3497 -2.0379 -1.5078
O -1.2801 -1.8549 -2.5952
H 1.8009 2.3603 1.2885
H 2.8431 3.5073 1.1067
O 2.1024 3.2498 1.6498
H 1.6142 -2.3020 -0.9754
H 0.3739 -2.0351 -0.0783
O 1.4018 -1.9283 -0.1153
H -1.1202 -3.0005 0.1795
H -1.6586 -0.7158 0.8070
O -1.1681 -2.0902 -0.1411
```

* HOMO level: -5.708 eV
* largest force on an atom: 3.2 eV/Å
* net charge: -1
* orbital gap: 9.49 eV
* energy relative to the best compared isomer or geometry (same formula, charge and spin): 3.95 kcal per mole

=====

[4]
Entry from OMol25: C31H21F9IrN8O5S4 as an isolated structure (the ωB97M-V functional and the def2-TZVPD basis).

XYZ file:
```
79
Properties=species:S:1:pos:R:3
Ir -0.2723 -0.1303 0.7954
N -1.9815 -3.6094 -0.8712
C -1.8000 -2.4288 -0.2610
S -0.9584 -1.1624 -1.1854
N -2.3249 -2.2148 0.9174
N -2.0257 -0.9471 1.3027
C -2.7720 -0.2013 2.0597
C -3.8716 -0.6561 2.9248
C -3.9502 -0.1196 4.2122
C -4.9236 -0.5578 5.0932
C -5.8327 -1.5289 4.6976
C -5.7558 -2.0697 3.4227
C -4.7765 -1.6455 2.5386
C -2.4743 1.2398 1.8485
C -3.3050 2.2722 2.2597
C -3.0477 3.5629 1.8308
C -1.9807 3.8036 0.9789
C -1.2065 2.7341 0.5769
N -1.4499 1.4944 0.9971
H -1.4152 -3.8235 -1.6735
H -2.3139 -4.3779 -0.3112
H -3.2154 0.6050 4.5402
H -4.9639 -0.1480 6.0936
H -6.5951 -1.8690 5.3859
H -6.4592 -2.8314 3.1139
H -4.7131 -2.0713 1.5496
H -4.1516 2.0584 2.8936
H -3.6879 4.3740 2.1496
H -1.7555 4.7949 0.6143
H -0.3792 2.8472 -0.1099
C 2.2344 1.0208 -1.8750
C 2.3028 1.3463 -0.4333
N 1.4645 0.9644 0.5158
C 1.9002 1.5105 1.7024
C 3.0238 2.2369 1.4694
N 3.2543 2.1209 0.1244
C 3.9332 3.0598 2.3103
O 3.6469 3.1301 3.5893
O 4.8664 3.6179 1.7862
C 1.1468 1.2044 2.9416
O 1.4905 1.7020 4.0120
O 0.1521 0.4115 2.7668
H 1.2866 0.5370 -2.0961
H 3.0398 0.3444 -2.1607
H 2.3151 1.9271 -2.4792
H 4.0325 2.5677 -0.3391
H 2.8298 2.5931 3.8254
S 0.5687 4.0564 -5.0698
C -0.1830 2.7517 -4.3925
S -1.6295 2.9863 -3.4357
C -1.6854 1.2831 -3.0767
N -0.7382 0.6147 -3.6340
N 0.1023 1.4215 -4.3782
C 1.1952 0.7223 -4.9930
C 1.3584 -0.6320 -4.6902
C 2.4128 -1.3404 -5.2380
C 3.3108 -0.7238 -6.0980
C 3.1331 0.6131 -6.4076
C 2.0841 1.3433 -5.8642
S -2.8813 0.6176 -2.0272
H 0.6625 -1.1253 -4.0299
H 2.5279 -2.3869 -4.9864
H 4.1344 -1.2817 -6.5232
H 3.8159 1.1105 -7.0839
H 1.9642 2.3814 -6.1184
F 4.0436 -2.6606 2.0055
C 3.0374 -1.8389 1.6875
F 3.5477 -0.8978 0.8653
F 2.6397 -1.2203 2.7963
C 1.8462 -2.5889 1.0102
O 0.6720 -1.9419 1.0426
C 1.6144 -3.9337 1.7852
F 0.4307 -4.4611 1.4641
F 1.6169 -3.7208 3.1040
F 2.5495 -4.8571 1.5150
C 2.2455 -2.9245 -0.4628
F 1.3883 -3.8134 -0.9903
F 3.4798 -3.4205 -0.5961
F 2.1755 -1.8209 -1.2243
```

* HOMO level (alpha / beta): -8.123 / -8.201 eV
* largest force on an atom: 0.5 eV/Å
* expectation value of S²: 0.756
* net charge: 0
* orbital gap (alpha / beta): 6.81 / 5.98 eV
* energy relative to the best compared isomer or geometry (same formula, charge and spin): 0.00 kcal per mole
* multiplicity: 2

=====

[5]
Entry from OMol25: C13H20F3O9PS as an isolated structure (the ωB97M-V functional and the def2-TZVPD basis).

XYZ file:
```
47
Properties=species:S:1:pos:R:3
F 1.6829 -2.9667 -0.0021
C 2.2990 -1.7830 -0.2574
F 3.2635 -1.9851 -1.1840
F 2.8308 -1.3852 0.9511
P 1.0401 -0.4540 -0.8398
S -0.8303 -1.1408 0.0234
H 1.3866 0.8109 -0.2731
H -0.8501 -2.4375 -0.4218
C 6.3444 1.6776 -3.2115
C 4.9310 1.3151 -2.8213
C 4.0987 0.7854 -3.9551
O 2.7735 1.1312 -3.5466
C 2.8853 2.2340 -2.7529
O 1.9686 2.8997 -2.3908
O 4.1866 2.4730 -2.4311
H 6.8899 2.0594 -2.3470
H 6.8774 0.8103 -3.6036
H 6.3523 2.4699 -3.9627
H 4.9414 0.6203 -1.9753
H 4.1964 -0.2926 -4.0769
H 4.3051 1.2742 -4.9116
C -5.2850 -4.9180 -0.0139
C -5.0698 -3.5337 0.5495
C -5.9800 -2.4865 -0.0291
O -5.2012 -1.2963 0.1294
C -3.9017 -1.6744 0.1124
O -2.9743 -0.9179 0.0305
O -3.7777 -3.0200 0.1958
H -4.5904 -5.6249 0.4425
H -6.3031 -5.2622 0.1714
H -5.0925 -4.9380 -1.0884
H -5.1335 -3.5591 1.6415
H -6.9240 -2.4079 0.5075
H -6.1844 -2.6280 -1.0937
C -0.1283 3.0925 1.6720
C 0.0531 2.4964 3.0472
C -1.1766 1.8205 3.5883
O -0.9872 1.9390 5.0001
C -0.2263 3.0501 5.2047
O -0.0359 3.5493 6.2664
O 0.2840 3.5132 4.0299
H 0.7959 3.5696 1.3414
H -0.4028 2.3260 0.9454
H -0.8958 3.8690 1.6754
H 0.9146 1.8210 3.0533
H -1.2442 0.7743 3.2919
H -2.1061 2.3301 3.3186
```

* HOMO level: -8.168 eV
* largest force on an atom: 3.5 eV/Å
* net charge: 0
* orbital gap: 8.50 eV

=====

[6]
Entry from OMol25: C5H10O2S as an isolated structure (the ωB97M-V functional and the def2-TZVPD basis).

XYZ file:
```
18
Properties=species:S:1:pos:R:3
C 0.7708 1.4221 -0.9279
C 0.3502 0.4505 0.0524
C -0.8152 1.0743 0.8175
C 0.3294 -1.1074 -0.3614
C 1.2911 -0.3624 0.6605
H 0.0700 1.6271 -1.8606
H 0.7069 2.3290 -0.1840
H 1.8006 1.3040 -1.3807
H -0.3322 1.6313 1.7945
H -1.5339 0.0983 1.2204
H -2.5243 1.7794 0.5232
H 0.9072 -0.9803 -1.2932
H -1.8736 -0.2247 0.4181
H 1.2726 -0.4620 1.7308
H 3.0372 -1.0699 0.5991
O -1.6716 1.9722 -0.1380
O 2.5821 -0.1482 0.1287
S -1.2733 -1.8429 -0.1837
```

* HOMO level: -8.203 eV
* largest force on an atom: 6.9 eV/Å
* net charge: 0
* orbital gap: 8.33 eV
* energy relative to the best compared isomer or geometry (same formula, charge and spin): 177.23 kcal per mole

=====

[7]
Entry from OMol25: ClFH2 as an isolated structure (the ωB97M-V functional and the def2-TZVPD basis).

XYZ file:
```
4
Properties=species:S:1:pos:R:3
H -0.6954 -0.3094 1.1492
H 0.4917 -0.2242 -1.3599
F -0.8783 0.3374 0.5099
Cl 1.0820 0.1962 -0.2992
```

* HOMO level: -10.035 eV
* largest force on an atom: 5.2 eV/Å
* net charge: 0
* orbital gap: 10.97 eV
* energy relative to the best compared isomer or geometry (same formula, charge and spin): 36.19 kcal per mole

=====

[8]
Entry from OMol25: an isolated ion of composition C13H18NO and charge -1 (the ωB97M-V functional and the def2-TZVPD basis).

XYZ file:
```
33
Properties=species:S:1:pos:R:3
C 3.1730 0.9948 -0.9686
C 2.5018 2.1950 -0.5882
C 2.3969 -0.1310 -0.8805
C 1.1429 2.1771 -0.2532
C 1.0398 -0.1726 -0.6059
C 0.4026 1.0711 -0.3528
C 0.3425 -1.4241 -0.3122
C -1.0319 0.7752 0.0541
C 1.3081 -2.2666 0.6244
C 0.0340 -2.3354 -1.4931
C -2.0570 0.5080 -1.0752
C -2.3128 0.8619 2.3367
C -1.5700 1.6292 1.2491
N -0.7890 -1.1180 0.6305
O -1.9223 -1.6764 0.2319
H 4.1933 0.9232 -1.1781
H 2.9906 3.1742 -0.6233
H 2.8452 -1.0240 -1.2341
H 0.8684 3.0791 0.3431
H 0.7217 -3.0567 0.9444
H 1.6749 -1.8589 1.6115
H 2.0899 -2.5422 0.0952
H 0.7946 -2.9508 -1.8274
H -0.2954 -1.8177 -2.4383
H -0.9172 -2.8938 -1.1588
H -2.9114 1.0477 -0.7925
H -2.3978 -0.6867 -0.9466
H -1.6736 0.7552 -2.0438
H -1.7551 0.4825 3.1786
H -2.9048 0.0152 1.9926
H -3.0633 1.5020 2.8299
H -0.6942 2.2479 1.6148
H -2.2245 2.5156 1.0357
```

* HOMO level (alpha / beta): 0.172 / -4.139 eV
* largest force on an atom: 5.8 eV/Å
* expectation value of S²: 2.013
* net charge: -1
* orbital gap (alpha / beta): 3.48 / 7.57 eV
* multiplicity: 3

=====

Molecular weight: 1032.26, 134.23, 132.14, 1077.03, 440.33, 134.20, 56.47, 204.29 (g mol⁻¹)